Computed, not measured: a 2-piece molecular cluster, C3H9NO2 overall in a non-equilibrium geometry, with ωB97M-V/def2-TZVPD.

Each atom is followed by the atoms it is bonded to, with distances in Å.
Atoms and positions in Å:
1 C -0.840 3.412 -0.028  C2 1.336, H4 1.094, H5 1.107
2 C -0.996 2.303 0.700  C1 1.336, O3 1.393, H6 1.006
3 O 0.060 1.396 0.725  C2 1.393, H7 1.072
4 H -1.673 4.073 -0.287  C1 1.094
5 H 0.069 3.610 -0.628  C1 1.107
6 H -1.722 2.059 1.353  C2 1.006
7 H 0.206 0.861 1.642  O3 1.072
8 N 1.163 -2.442 -1.278  C9 1.423, H11 1.017, H12 0.997
9 C 0.542 -2.598 -0.007  N8 1.423, O10 1.376, H13 1.069, H14 1.191
10 O 0.169 -1.412 0.582  C9 1.376, H15 1.001
11 H 0.494 -2.366 -2.040  N8 1.017
12 H 1.731 -1.623 -1.299  N8 0.997
13 H -0.235 -3.329 -0.087  C9 1.069
14 H 1.309 -3.164 0.707  C9 1.191
15 H -0.275 -0.782 -0.056  O10 1.001

* energy relative to the best compared isomer or geometry (same formula, charge and spin): 279.6 kJ/mol
* E_LUMO: 0.0293 Eh
* E_HOMO: -0.3396 hartree
* SMILES: C=CO.NCO
* orbital gap: 0.369 hartree